# C43H42Cl2F6MoN7O3PS2Te

C43H42Cl2F6MoN7O3PS2Te as an isolated structure in a non-equilibrium geometry (wB97M-V/def2-TZVPD, the OMol25 dataset).

As for the expectation value of S²: 0.7572. For the energy above the lowest of the compared OMol25 structures with the same formula, charge and spin, the calculation gives 50.9 kJ/mol.

```
! wB97M-V def2-TZVPD RIJCOSX def2/J DEFGRID3
* xyz -1 2
Mo 0.2515 0.2802 0.4980
C 6.1261 1.0586 4.6860
C 5.5620 0.3952 3.4579
C 4.8419 -0.7881 3.5515
C 4.1853 -1.3181 2.4477
C 4.2893 -0.6637 1.2350
C 5.0636 0.4871 1.1027
C 5.6885 1.0098 2.2131
S 3.3445 -1.2002 -0.1390
O 4.2001 -1.1410 -1.2955
O 2.7135 -2.4416 0.2073
N 2.1697 -0.0786 -0.2376
C 2.3174 1.1310 -0.8988
C 3.2251 1.5312 -1.9008
C 3.0558 2.7780 -2.4533
C 2.0082 3.6097 -2.0490
C 1.1592 3.1437 -1.0798
N 1.3172 1.9489 -0.5064
H 5.4371 1.8427 5.0125
H 7.0870 1.5330 4.4783
H 6.2512 0.3494 5.5050
H 4.7538 -1.2815 4.5146
H 3.5781 -2.2109 2.5235
H 5.1437 0.9784 0.1413
H 6.2397 1.9391 2.1316
H 3.9939 0.8526 -2.2305
H 3.7459 3.1114 -3.2206
H 1.8600 4.5922 -2.4755
H 0.3435 3.7440 -0.6953
C -3.3313 1.4085 -4.9001
N -2.3310 1.9206 -3.9583
N -2.4506 1.4054 -2.6684
C -1.2183 1.0738 -2.1971
O -0.9987 0.6625 -1.0524
C -0.2852 1.3228 -3.2631
C -0.9970 1.7922 -4.2967
C -0.5381 2.1334 -5.6689
C -3.6307 1.6652 -1.9062
C -4.3820 2.8076 -2.1492
C -5.5188 3.0463 -1.3913
C -5.9012 2.1516 -0.3992
C -5.1545 1.0047 -0.1873
C -4.0193 0.7511 -0.9463
H -4.3276 1.6102 -4.5184
H -3.2133 0.3314 -5.0512
H -3.2063 1.9282 -5.8467
H 0.7745 1.1308 -3.2107
H 0.5469 2.2119 -5.6756
H -0.9659 3.0803 -6.0026
H -0.8250 1.3567 -6.3809
H -4.0648 3.5105 -2.9091
H -6.1007 3.9415 -1.5747
H -6.7726 2.3559 0.2100
H -5.4432 0.2837 0.5671
H -3.4458 -0.1514 -0.7844
F 0.9158 3.1582 2.0150
P 2.4052 3.3270 2.6741
F 3.8829 3.4890 3.3245
F 1.8253 2.8256 4.0957
F 2.7482 1.8011 2.2634
F 2.9789 3.8334 1.2389
F 2.0547 4.8557 3.0622
C 4.8041 -3.3415 -4.3649
C 3.5462 -3.7494 -3.6470
C 3.4230 -4.9963 -3.0472
C 2.2293 -5.2461 -2.4013
N 1.2514 -4.3533 -2.2977
C 1.4643 -3.1612 -2.8794
S 0.2774 -1.8772 -2.7015
N 2.5699 -2.8517 -3.5920
H 5.2062 -4.1588 -4.9661
H 5.5612 -3.0552 -3.6296
H 4.6011 -2.4776 -4.9947
H 4.2150 -5.7327 -3.0970
H 2.0364 -6.2121 -1.9413
Cl 1.7930 -0.5870 4.8354
C 0.2972 0.2787 4.7081
C -0.3424 0.7197 5.8518
C -1.5498 1.3997 5.7656
C -2.1107 1.6492 4.5221
C -1.4382 1.2061 3.4033
Cl -2.0619 1.4712 1.8087
C -0.2251 0.5208 3.4408
N 0.3556 0.1266 2.2608
H 0.1200 0.5327 6.8117
H -2.0487 1.7373 6.6649
H -3.0474 2.1822 4.4189
C -6.6492 -2.5148 1.7282
C -5.1819 -2.5139 1.3714
C -4.7577 -2.6320 0.0581
C -3.4041 -2.6269 -0.2931
C -3.0812 -2.7586 -1.7641
C -2.4305 -2.4830 0.7098
Te -0.3153 -2.4201 0.2667
C -2.8482 -2.4097 2.0539
C -1.8964 -2.3726 3.2303
C -4.2082 -2.4118 2.3544
H -7.2694 -2.4519 0.8330
H -6.8991 -1.6705 2.3756
H -6.9243 -3.4265 2.2641
H -5.4990 -2.7346 -0.7321
H -3.6999 -3.5389 -2.2147
H -2.0389 -2.9960 -1.9509
H -3.2961 -1.8224 -2.2937
H -0.8579 -2.2616 2.9325
H -1.9798 -3.3027 3.8001
H -2.1458 -1.5516 3.9033
H -4.5073 -2.3413 3.3990
*
```